24
Properties=species:S:1:pos:R:3 method="wB97M-V/def2-TZVPD" de_lowest_kcal_mol=48.92 lumo_ev=-1.206 homo_energy_ev=-6.16 gap_ev=4.952
C -0.494 3.368 -0.389
N -0.966 2.178 -1.097
C -2.400 2.039 -1.353
C -0.103 1.149 -1.385
H -1.142 4.222 -0.583
H -0.462 3.181 0.685
H 0.513 3.612 -0.725
H -2.876 3.014 -1.454
H -2.549 1.482 -2.277
H -2.877 1.491 -0.541
H -0.469 0.242 -1.817
H 0.929 1.216 -1.111
S -0.815 0.001 1.620
C 0.232 -1.246 1.266
C 1.597 -1.147 1.583
C 2.451 -2.189 1.310
C 1.971 -3.345 0.715
C 0.629 -3.458 0.391
C -0.236 -2.423 0.659
H 1.955 -0.248 2.058
H 3.493 -2.112 1.570
H 2.643 -4.160 0.509
H 0.260 -4.363 -0.061
H -1.285 -2.504 0.425